--- P ---
The following is a quantum chemistry calculation of 2 unconnected molecules or ions with the total composition C5H13N2O, from OMol25.

Computed properties:
2S+1 = 2
expectation value of S² = 0.760
orbital gap (spin up / spin down) = 8.478 / 5.467 eV
lowest unoccupied orbital energy (spin up / spin down) = -9.18 / -12.18 eV
E_HOMO (spin up / spin down) = -17.66 / -17.65 eV
net charge = +2

CARTESIAN COORDINATES (ANGSTROEM)
C -1.59 -0.28 -0.72
H 2.45 -2.27 1.11
H 0.22 -1.40 -0.75
N -0.21 1.36 0.40
H -0.60 2.41 2.11
H -2.37 -1.04 -0.62
C -0.02 2.37 1.15
C -1.12 -0.42 1.74
C -0.98 0.25 0.56
H 3.51 -1.77 1.91
H -2.08 0.51 -1.31
H -0.26 0.91 -2.52
O 3.00 -1.47 1.12
H 0.73 1.00 -1.28
H 0.73 3.16 1.08
H -0.68 -1.44 -2.29
H 1.28 0.03 -2.69
N 0.48 0.37 -2.08
C -0.33 -0.77 -1.47
H -0.73 -0.03 2.70
H -1.43 -1.46 1.84

***

--- Q ---
The following is a quantum chemistry calculation of 2 unconnected molecules or ions with the total composition C5H13N2O, from OMol25.

Computed properties:
2S+1 = 2
expectation value of S² = 1.730
orbital gap (spin up / spin down) = 8.287 / 4.585 eV
lowest unoccupied orbital energy (spin up / spin down) = -8.46 / -13.53 eV
E_HOMO (spin up / spin down) = -16.75 / -18.12 eV
net charge = +2

CARTESIAN COORDINATES (ANGSTROEM)
H -2.76 1.91 0.50
H -1.53 -0.40 -0.45
C 0.32 -2.20 0.15
H 2.37 -1.37 -2.12
O -1.32 2.87 -0.51
H 0.35 1.64 0.82
H 2.57 -1.01 0.01
H 1.15 -4.13 0.12
C 0.59 -0.86 -0.10
H 2.05 0.09 -1.06
N 1.85 -0.27 -0.08
H -0.76 0.69 1.84
N 1.20 -3.16 -0.14
C -0.54 0.07 -0.40
C -0.63 1.12 0.79
H -1.58 2.75 1.65
H -0.32 0.64 -1.33
H -1.72 3.73 -0.74
H -0.69 -2.50 0.45
C -1.70 2.20 0.68
H 1.89 -2.87 -0.86

***

So which one is most stable? That would be P, about 0.1433 hartree below the next structure.

***

--- P ---
The following is a quantum chemistry calculation of a molecular structure, C5H14NO2, from OMol25.

Computed properties:
2S+1 = 1
orbital gap = 5.498 eV
lowest unoccupied orbital energy = -7.44 eV
E_HOMO = -12.94 eV
net charge = +1

CARTESIAN COORDINATES (ANGSTROEM)
C -0.19 -1.70 1.40
N 1.25 -0.96 -0.39
H 0.68 -2.16 1.87
H 0.22 2.83 -0.18
O -1.04 -0.41 1.97
H -1.29 2.45 0.57
H 0.53 0.95 -1.51
H 1.39 -0.12 -0.93
C -0.37 2.00 0.20
H -1.09 -2.15 1.80
H 0.14 1.48 1.01
H -1.14 1.49 -1.76
H -1.71 -0.17 0.25
C -0.04 -1.44 -0.12
C -0.57 1.04 -0.94
H 2.02 -1.59 -0.29
O 1.44 1.36 -1.38
C -1.07 -0.40 -0.65
H 1.77 1.43 -2.30
H -1.67 -0.84 -1.44
H -0.01 -0.47 1.89
H -0.04 -2.25 -0.87

***

--- Q ---
The following is a quantum chemistry calculation of 3 unconnected molecules or ions with the total composition C5H14NO2, from OMol25.

Computed properties:
2S+1 = 1
orbital gap = 3.961 eV
lowest unoccupied orbital energy = -9.30 eV
E_HOMO = -13.26 eV
net charge = +1

CARTESIAN COORDINATES (ANGSTROEM)
H -1.27 3.61 -0.65
C 0.53 0.64 -0.38
H -0.72 -1.01 -1.06
H 0.50 3.20 -1.17
H -1.51 -1.56 2.20
H 1.00 -2.21 -2.34
H -2.48 1.79 0.48
H 0.73 0.14 0.59
H 1.56 -0.62 10.73
O -1.07 -1.24 1.37
H 2.07 -2.89 -0.41
C 0.15 -0.47 -1.38
H 0.92 -0.64 11.02
C -0.44 2.90 -0.75
H -1.43 -0.31 1.12
O 1.56 -2.11 -0.36
N -1.72 1.10 0.36
C -0.63 1.62 -0.22
H -0.15 0.03 -2.33
H 2.22 -0.91 -2.02
H 1.40 1.13 -0.69
C 1.28 -1.47 -1.62

***

--- R ---
The following is a quantum chemistry calculation of 4 unconnected molecules or ions with the total composition C5H14NO2, from OMol25.

Computed properties:
2S+1 = 1
orbital gap = 3.078 eV
lowest unoccupied orbital energy = -9.75 eV
E_HOMO = -12.83 eV
net charge = +1

CARTESIAN COORDINATES (ANGSTROEM)
H 0.89 0.22 2.04
H -2.94 0.89 2.70
C -0.53 -2.40 0.48
C -2.05 0.35 2.61
H -0.65 -3.47 0.60
C -1.14 0.58 1.65
H 3.94 2.12 -2.73
N 2.98 2.21 -3.07
H 2.29 1.75 -2.50
O -1.29 -0.11 -1.54
H 2.74 3.13 -3.32
H -1.40 1.35 0.91
H -0.52 -1.94 2.45
H -1.75 0.14 -2.35
H -0.31 0.12 -1.60
O 1.16 0.45 -1.26
H 0.52 0.00 0.33
H -1.95 -0.48 3.26
H 1.75 -0.34 -1.33
H -0.86 -1.90 -0.46
C -0.19 -1.58 1.49
C 0.13 -0.17 1.38

***

So which one is most stable? That would be Q, about 0.1154 hartree below the next structure.

***

--- P ---
The following is a quantum chemistry calculation of 2 unconnected molecules or ions with the total composition C5H14NO2, from OMol25.

Computed properties:
2S+1 = 1
orbital gap = 10.540 eV
lowest unoccupied orbital energy = -3.10 eV
E_HOMO = -13.64 eV
net charge = +1

CARTESIAN COORDINATES (ANGSTROEM)
H -2.69 -1.33 0.17
O -3.32 -0.94 -0.45
C -0.18 0.27 2.07
C 0.74 0.76 0.98
O 1.48 -0.70 -2.33
C 0.49 0.07 -0.39
H -0.47 -0.33 4.05
H 2.17 1.05 -1.37
N -0.56 0.82 -1.16
H -1.46 0.62 -0.71
H 1.76 0.49 1.27
H 0.84 1.85 0.91
H 2.59 -0.45 -0.59
C 1.80 0.04 -1.17
H -0.65 0.55 -2.14
H -1.23 0.24 1.77
C 0.24 -0.06 3.27
H 1.25 -0.17 3.63
H 0.05 -0.90 -0.20
H -0.41 1.83 -1.04
H -3.70 -1.67 -0.98
H 2.22 -0.80 -2.94

***

--- Q ---
The following is a quantum chemistry calculation of 4 unconnected molecules or ions with the total composition C5H14NO2, from OMol25.

Computed properties:
2S+1 = 1
orbital gap = 4.967 eV
lowest unoccupied orbital energy = -8.76 eV
E_HOMO = -13.72 eV
net charge = +1

CARTESIAN COORDINATES (ANGSTROEM)
H 2.74 1.72 1.53
H 3.69 0.35 1.66
H -0.97 -1.13 -3.16
C -0.37 -1.16 0.47
C -2.08 0.58 0.40
O 1.14 0.44 -1.09
H 0.12 -0.56 -2.22
N 2.72 0.68 1.64
H -3.64 1.44 -0.61
H 1.68 1.14 -1.55
H 0.73 -2.82 1.20
H 2.24 0.30 0.84
C -0.63 0.22 0.50
H 1.35 -1.18 1.80
H -0.86 -1.76 -0.28
H -2.72 0.29 1.23
H -0.06 0.71 1.27
H -2.02 1.38 -1.50
C -2.63 1.20 -0.62
H -0.23 0.65 -0.53
O -0.80 -0.76 -2.29
C 0.59 -1.76 1.30

***

So which one is most stable? That would be P, about 0.2426 hartree below the next structure.

***

--- P ---
The following is a quantum chemistry calculation of 2 unconnected molecules or ions with the total composition CH3IO, from OMol25.

Computed properties:
2S+1 = 1
orbital gap = 10.731 eV
lowest unoccupied orbital energy = 0.58 eV
SMILES string = C=O.I
E_HOMO = -10.16 eV

CARTESIAN COORDINATES (ANGSTROEM)
H 2.36 1.12 0.18
C -1.31 -1.16 -0.08
O -0.96 -2.29 0.07
H -0.76 -0.45 -0.72
I 3.29 -0.13 0.00
H -2.21 -0.75 0.40

***

--- Q ---
The following is a quantum chemistry calculation of a single CH3IO molecule, from OMol25.

Computed properties:
2S+1 = 1
orbital gap = 9.834 eV
lowest unoccupied orbital energy = 0.13 eV
SMILES string = OCI
E_HOMO = -9.71 eV

CARTESIAN COORDINATES (ANGSTROEM)
H 0.14 0.83 1.00
H -0.05 0.78 -0.73
C 0.30 0.18 0.12
I 2.54 -0.02 0.01
O -0.31 -1.02 0.07
H 0.33 -1.69 -0.03

***

So which one is most stable? That would be Q, about 0.0148 hartree below the next structure.

***

--- P ---
The following is a quantum chemistry calculation of a single C2H6N4 molecule, from OMol25.

Computed properties:
2S+1 = 1
orbital gap = 9.058 eV
lowest unoccupied orbital energy = 1.01 eV
SMILES string = C=NN(N)N=C
E_HOMO = -8.04 eV

CARTESIAN COORDINATES (ANGSTROEM)
C 1.25 1.57 0.31
H 1.02 1.77 1.46
N 0.84 0.72 -0.46
H 0.36 -0.52 -2.32
C -0.20 -1.32 -1.89
N -0.64 -1.23 -0.70
H 1.80 2.33 -0.26
H -0.90 -0.51 2.07
H -0.02 -1.86 1.52
N -0.11 -0.77 1.48
N -0.25 -0.43 0.19
H -0.81 -1.96 -2.53

***

--- Q ---
The following is a quantum chemistry calculation of a single C2H6N4 molecule, from OMol25.

Computed properties:
2S+1 = 1
orbital gap = 8.966 eV
lowest unoccupied orbital energy = 1.13 eV
SMILES string = NN1C=CNN1
E_HOMO = -7.84 eV

CARTESIAN COORDINATES (ANGSTROEM)
H -0.40 -1.38 1.95
H -0.15 0.19 2.55
N -0.95 0.20 -1.41
N 0.01 -0.30 0.54
C 1.08 0.11 -0.30
N -1.19 0.24 -0.03
N 0.18 -0.52 1.94
C 0.63 0.36 -1.55
H 1.13 0.64 -2.37
H 2.05 -0.08 0.16
H -1.10 1.24 0.27
H -1.29 -0.71 -1.75

***

So which one is most stable? That would be Q, about 0.0297 hartree below the next structure.

***

--- P ---
The following is a quantum chemistry calculation of a single C4H5ClS molecule, from OMol25.

Computed properties:
2S+1 = 1
orbital gap = 7.942 eV
lowest unoccupied orbital energy = -0.99 eV
SMILES string = C/C=C(\Cl)C=S
E_HOMO = -8.93 eV

CARTESIAN COORDINATES (ANGSTROEM)
H 0.88 -0.76 0.42
H -2.06 -0.43 0.96
C 0.07 0.20 -0.82
Cl -1.16 1.10 -1.68
S 2.64 -0.83 -0.93
H -1.00 -0.73 2.31
H 1.57 0.79 -2.34
C 1.36 0.14 -1.44
C -1.07 -0.13 1.40
H -1.21 0.91 1.73
C -0.03 -0.25 0.38

***

--- Q ---
The following is a quantum chemistry calculation of a single C4H5ClS molecule, from OMol25.

Computed properties:
2S+1 = 1
orbital gap = 9.776 eV
lowest unoccupied orbital energy = 0.83 eV
SMILES string = C=C(Cl)[C@H]1CS1
E_HOMO = -8.94 eV

CARTESIAN COORDINATES (ANGSTROEM)
Cl 2.24 -1.49 -0.10
C 1.30 1.01 -0.55
C -1.55 0.03 0.14
H 2.28 1.29 -0.87
C 1.01 -0.19 -0.05
S -1.27 -1.59 -0.56
H -2.46 -0.01 0.84
H 0.47 1.77 -0.43
H -1.58 0.82 -0.62
H -0.16 -0.98 1.59
C -0.29 -0.66 0.60

***

So which one is most stable? That would be Q, about 0.0124 hartree below the next structure.

***

--- P ---
The following is a quantum chemistry calculation of a gas-phase ion, C3H9N2O2 (charge +1), from OMol25.

Computed properties:
2S+1 = 1
orbital gap = 11.316 eV
lowest unoccupied orbital energy = -3.49 eV
SMILES string = NC(=O)[C@H]([NH3+])CO
E_HOMO = -14.80 eV
net charge = +1

CARTESIAN COORDINATES (ANGSTROEM)
C 0.41 0.06 -0.63
C -0.60 1.25 -0.16
H -2.09 -1.09 -0.91
H 1.42 0.29 1.17
H -0.34 2.15 -0.72
N 1.67 0.23 0.18
H 2.19 -0.64 0.01
O 0.67 -2.15 0.15
H -1.97 -2.09 0.40
O -0.22 1.56 1.17
H -1.63 0.93 -0.18
H 2.32 0.98 -0.03
H 0.59 0.24 -1.69
C -0.11 -1.33 -0.27
H -0.87 1.18 1.77
N -1.45 -1.56 -0.28

***

--- Q ---
The following is a quantum chemistry calculation of 2 unconnected molecules or ions with the total composition C3H9N2O2, from OMol25.

Computed properties:
2S+1 = 1
orbital gap (spin up / spin down) = 8.608 / 4.650 eV
lowest unoccupied orbital energy (spin up / spin down) = -5.44 / -7.82 eV
E_HOMO (spin up / spin down) = -14.05 / -12.47 eV
net charge = +1

CARTESIAN COORDINATES (ANGSTROEM)
H -1.19 -2.28 0.87
O -2.22 0.55 -0.39
H 0.51 1.44 -0.26
H 2.24 1.37 0.33
C 0.74 0.50 -0.88
O 4.00 1.86 -0.16
H -0.97 0.12 1.22
H 0.26 -1.42 -0.94
H -2.20 -2.26 -0.52
C -1.28 -0.33 0.21
H -2.87 -1.77 1.02
N -0.06 -0.46 -0.67
H 4.63 2.53 0.13
H -2.75 0.08 -1.07
N 3.08 1.80 0.72
C -1.93 -1.74 0.37

***

--- R ---
The following is a quantum chemistry calculation of 2 unconnected molecules or ions with the total composition C3H9N2O2, from OMol25.

Computed properties:
2S+1 = 1
orbital gap = 12.148 eV
lowest unoccupied orbital energy = -2.89 eV
E_HOMO = -15.04 eV
net charge = +1

CARTESIAN COORDINATES (ANGSTROEM)
H 2.88 1.14 1.18
H 2.60 -0.95 -1.03
H -3.29 -1.15 -0.92
C -2.99 -0.30 -0.27
H 3.84 -0.29 0.98
H 4.20 0.99 -0.03
C 3.37 0.51 0.43
N -4.01 0.40 0.14
C 1.16 -0.28 -0.08
H -0.68 -0.80 -0.43
O 0.36 -1.04 -0.72
H -4.97 0.37 -0.15
H -3.95 1.23 0.64
N 2.41 -0.19 -0.38
H 0.91 0.50 0.61
O -1.83 -0.15 0.05

***

So which one is most stable? That would be R, about 0.0181 hartree below the next structure.

***

--- P ---
The following is a quantum chemistry calculation of a molecular structure, C3H11NO4, from OMol25.

Computed properties:
2S+1 = 1
orbital gap = 4.020 eV
lowest unoccupied orbital energy = -4.52 eV
E_HOMO = -8.54 eV

CARTESIAN COORDINATES (ANGSTROEM)
O -2.27 -0.54 -1.18
O 2.79 0.88 0.64
H 3.50 1.35 1.12
C -0.78 -1.28 0.99
H 1.10 -0.58 1.04
H 0.20 -1.56 -1.66
H 0.31 0.25 -1.33
H -1.01 0.48 0.20
H -0.78 -2.15 1.65
C 0.67 -0.72 -1.03
N 0.47 -1.09 0.38
C -1.91 -0.43 0.79
H 0.28 2.07 0.06
H 1.80 -0.66 -1.14
H -2.78 -0.62 -2.01
O -1.61 1.02 0.87
H -2.93 -0.90 0.81
O 1.06 2.52 -0.28
H 1.86 1.95 0.07

***

--- Q ---
The following is a quantum chemistry calculation of 3 unconnected molecules or ions with the total composition C3H11NO4, from OMol25.

Computed properties:
2S+1 = 1
orbital gap = 9.227 eV
lowest unoccupied orbital energy = 0.47 eV
SMILES string = NCCC(=O)O.O.O
E_HOMO = -8.76 eV

CARTESIAN COORDINATES (ANGSTROEM)
C -0.79 -0.93 -1.22
C 0.15 -0.08 -2.02
H -1.22 -1.72 -1.97
H -0.58 0.92 1.57
H -1.79 1.33 2.37
H -1.86 -0.37 -0.97
N -0.05 -1.65 -0.28
O 0.91 -0.96 2.97
H 0.59 -1.16 0.38
H 1.57 -0.69 3.55
H 1.40 2.83 -1.88
H 1.00 -0.70 -2.30
O 0.75 0.97 0.10
H 0.37 -0.26 2.92
H -0.57 -2.40 0.10
C 0.56 1.06 -1.07
O 0.68 2.18 -1.73
H -0.33 0.42 -2.95
O -0.81 1.20 2.41

***

So which one is most stable? That would be Q, about 0.3502 hartree below the next structure.